Record 1
This record from the Open Molecules 2025 dataset describes the molecule C2H6N2OS. The level of theory is the ωB97M-V functional and the def2-TZVPD basis.

Summary:
- structure (SMILES) = [H]/N=C(/NO)SC
- gap between HOMO and LUMO (eV) = 9.58
- ΔE to the lowest compared entry with this formula, charge and spin (kcal per mole) = 64.3
- charge = 0

Last column: Mulliken charge in e.
Element x y z (Å)
H -0.859792 -1.829272 -0.306845  0.246
N -1.161025 -0.926588 0.192434  -0.773
C -0.371690 0.054417 0.045586  0.679
N -0.750147 1.322208 0.428081  -0.230
O -2.048075 1.458385 0.904124  -0.421
S 1.250567 0.067414 -0.623596  -0.119
C 1.724566 -1.742443 -0.303436  -0.943
H -0.453085 2.009810 -0.232658  0.250
H -2.282237 0.570934 1.190063  0.342
H 1.285328 -1.996330 0.666807  0.349
H 1.190715 -2.354271 -1.046397  0.285
H 2.755547 -1.787776 -0.322943  0.334

Forces on atoms 1 to 6 (eV/Å):
-0.3 1.9 1.4
0.0 -1.9 -0.8
-0.5 -0.1 -0.5
0.9 -1.0 0.9
-0.2 0.9 -0.5
1.0 -1.2 -0.1

***

Record 2
This record from the Open Molecules 2025 dataset describes the molecule C12H25N3O4. The level of theory is the ωB97M-V functional and the def2-TZVPD basis.

Summary:
- structure (SMILES) = CNC[C@]1(CON=O)CC[C@@](CCO)(CCCN)O1
- gap between HOMO and LUMO (eV) = 9.06
- ΔE to the lowest compared entry with this formula, charge and spin (kcal per mole) = 0.0
- charge = 0

Last column: Mulliken charge in e.
Element x y z (Å)
C -2.980429 -2.893035 0.663692  -0.890
N -2.185104 -2.298180 -0.445894  -0.390
C -1.315429 -1.265791 0.150414  -1.363
C -0.761654 -0.237150 -0.879081  0.959
C -1.803450 0.869705 -1.287675  -0.562
O -2.224434 0.783241 -2.652200  -0.098
N -3.177059 -0.173076 -2.813670  0.085
O -2.985174 -0.783047 -3.798457  -0.318
C 0.192925 -0.730364 -2.005674  -0.513
C 1.297386 0.388910 -2.045320  -1.312
C 1.483952 0.602708 -0.491155  1.574
C 2.468050 -0.566056 -0.084005  -1.552
C 2.109601 -1.279353 1.275550  -0.444
O 1.899828 -2.666897 1.040599  -0.656
C 2.073234 1.969244 -0.002151  -1.205
C 1.111700 2.811223 0.893160  -0.769
C 0.913131 2.252379 2.340252  -0.272
N -0.529076 1.873747 2.487076  -0.506
O 0.141592 0.534762 -0.043349  -0.511
H -3.031755 -3.993044 0.543947  0.296
H -2.496631 -2.697342 1.641538  0.323
H -4.001308 -2.468985 0.729769  0.286
H -2.837833 -1.833546 -1.070262  0.313
H -0.501945 -1.689917 0.766238  0.525
H -1.948993 -0.661048 0.851795  0.422
H -1.292332 1.836819 -1.142629  0.197
H -2.653283 0.878342 -0.571066  0.392
H 0.603689 -1.702100 -1.677255  0.312
H -0.286026 -0.733903 -3.001610  0.480
H 0.942450 1.387820 -2.379542  0.463
H 2.196799 0.096036 -2.613596  0.361
H 3.499172 -0.167774 0.012098  0.568
H 2.537182 -1.358920 -0.855090  0.484
H 2.954570 -1.138267 1.976811  0.390
H 1.229303 -0.809510 1.769067  0.237
H 1.229604 -2.748926 0.361805  0.364
H 2.292759 2.579461 -0.904908  0.367
H 3.003289 1.791734 0.564552  0.377
H 0.163266 2.994087 0.361688  0.262
H 1.588820 3.814917 0.995175  0.484
H 1.157763 2.969821 3.137121  0.420
H 1.483554 1.303417 2.411693  0.025
H -0.927681 2.287336 3.317223  0.246
H -0.634027 0.870521 2.473324  0.148

Forces on atoms 1 to 6 (eV/Å):
0.0 -0.5 0.0
0.2 0.2 1.0
-1.1 0.8 -0.8
1.2 0.6 0.7
0.1 -0.1 0.7
0.9 0.7 0.3